ORCA calculation (the ωB97M-V functional and the def2-TZVPD basis) on a structure of composition C4H5CsO5 in a non-equilibrium geometry.

Last column: natural (NBO) charge in e.
Positions of all 15 atoms, in Å:
1 O -0.300140 0.198433 0.566588  -0.480
2 C -0.236580 -0.159714 -0.694433  0.977
3 C -1.684246 0.324207 0.980894  -0.103
4 O 0.802959 -0.427308 -1.269178  -0.665
5 O -1.412730 -0.251026 -1.262870  -0.470
6 C -2.452045 0.104371 -0.328397  -0.104
7 Cs 5.240423 -0.678105 -1.555524  0.809
8 H -1.824653 1.322716 1.404074  0.213
9 H -1.879424 -0.447661 1.730552  0.211
10 H -2.943857 1.009816 -0.698110  0.204
11 H -3.165420 -0.721853 -0.278017  0.215
12 O -8.370142 0.358220 4.629357  -0.799
13 C -7.034349 0.036687 4.386824  0.330
14 O -6.455149 0.880693 3.691069  -0.767
15 H -8.549249 1.228096 4.222966  0.430

Forces on atoms 1 to 6 (eV/Å):
O -0.2852 0.4185 1.0553
C 2.0566 -0.8632 -1.0714
C 0.1111 0.0234 0.0902
O -0.5999 0.4075 0.4726
O -1.1160 0.0051 -0.3865
C -0.1790 0.0752 -0.0651

Results
DFT total energy: -15010.38324 eV
Largest force on an atom: 0.0481 Eh/bohr
Energy relative to the best compared isomer or geometry (same formula, charge and spin): 4.6144 eV
Frontier orbital gap (alpha / beta): 2.956 / 1.015 eV
Total charge: 0